Run a
Computed, not measured: a single C2H3NO3 molecule, with the ωB97M-V functional and the def2-TZVPD basis.

Calculated values
HOMO energy	-9.89	eV
E_LUMO	-0.095	eV
structure (SMILES)	O=CO/C=N\O
net charge	0
frontier orbital gap	9.79	eV
molar mass	89.05	u

Last columns: bonded neighbours and bond lengths (Å).
Element x y z (Å)
1 C -0.321 -0.596 -0.617  H4 1.056, N6 1.377, O8 1.380
2 C 0.677 -0.524 1.537  H5 1.088, O8 1.450, O9 1.312
3 H -1.131 2.133 -1.880  O7 1.066
4 H 0.120 -1.544 -0.765  C1 1.056
5 H 1.076 0.263 2.174  C2 1.088
6 N -0.574 0.259 -1.667  C1 1.377, O7 1.491
7 O -0.395 1.681 -1.256  H3 1.066, N6 1.491
8 O -0.194 0.107 0.564  C1 1.380, C2 1.450
9 O 0.741 -1.780 1.909  C2 1.312

Run b
Computed, not measured: 2 unconnected molecules or ions with the total composition C2H3NO3, with the ωB97M-V functional and the def2-TZVPD basis.

Calculated values
HOMO energy	-8.10	eV
E_LUMO	0.248	eV
net charge	0
frontier orbital gap	8.35	eV
molar mass	89.05	u

Last columns: bonded neighbours and bond lengths (Å).
Element x y z (Å)
1 C 1.597 0.034 -1.222  N3 1.219, O4 1.136
2 C -1.879 0.475 1.268  O5 1.496, O6 1.542, H7 1.241
3 N 2.370 0.803 -1.767  C1 1.219, H9 1.012
4 O 0.849 -0.751 -0.882  C1 1.136
5 O -2.304 -0.585 0.303  C2 1.496, O6 1.374
6 O -1.085 -0.795 0.902  C2 1.542, O5 1.374, H8 1.008
7 H -2.376 0.301 2.391  C2 1.241
8 H -0.347 -0.598 0.244  O6 1.008
9 H 3.174 1.115 -1.237  N3 1.012

Run c
Computed, not measured: a single C2H3NO3 molecule, with the ωB97M-V functional and the def2-TZVPD basis.

Calculated values
HOMO energy	-10.64	eV
E_LUMO	0.344	eV
structure (SMILES)	O=C1OCN1O
net charge	0
frontier orbital gap	10.99	eV
molar mass	89.05	u

Last columns: bonded neighbours and bond lengths (Å).
Element x y z (Å)
1 C 1.181 -0.033 -0.457  N3 1.353, O4 1.170, O5 1.631
2 C -0.645 0.813 -0.004  N3 1.448, O5 1.385, H7 1.058, H8 1.116
3 N -0.103 -0.458 -0.436  C1 1.353, C2 1.448, O6 1.382
4 O 2.319 -0.269 -0.329  C1 1.170
5 O 0.577 1.449 -0.142  C1 1.631, C2 1.385
6 O -0.553 -1.717 -0.087  N3 1.382, H9 1.023
7 H -1.363 1.390 -0.526  C2 1.058
8 H -0.942 0.591 1.049  C2 1.116
9 H -0.470 -1.766 0.932  O6 1.023

Run d
Computed, not measured: 2 unconnected molecules or ions with the total composition C2H3NO3, with the ωB97M-V functional and the def2-TZVPD basis.

Calculated values
HOMO energy	-9.49	eV
E_LUMO	0.273	eV
structure (SMILES)	C=C=O.O=NO
net charge	0
frontier orbital gap	9.77	eV
molar mass	89.05	u

Last columns: bonded neighbours and bond lengths (Å).
Element x y z (Å)
1 C -0.880 0.968 0.094  C2 1.328, O4 1.188
2 C -1.980 0.392 -0.377  C1 1.328, H8 1.099, H9 1.146
3 N 1.573 -0.606 -0.382  O5 1.505, O6 1.162
4 O 0.194 1.257 0.513  C1 1.188
5 O 2.322 -0.927 0.883  N3 1.505, H7 0.953
6 O 0.674 -1.321 -0.554  N3 1.162
7 H 3.208 -0.594 0.989  O5 0.953
8 H -2.219 0.835 -1.355  C2 1.099
9 H -2.894 -0.005 0.188  C2 1.146

The least stable of them is run b.

Run a
Computed, not measured: 2 unconnected molecules or ions with the total composition C2H3NO3, with the ωB97M-V functional and the def2-TZVPD basis.

Calculated values
HOMO energy	-11.32	eV
E_LUMO	0.659	eV
structure (SMILES)	O=[N+]([O-])O.C#C
net charge	0
frontier orbital gap	11.98	eV
molar mass	89.05	u

Last columns: bonded neighbours and bond lengths (Å).
Element x y z (Å)
1 C -1.994 0.311 -0.321  C2 1.212, H7 1.125
2 C -1.421 -0.659 0.125  C1 1.212, H9 0.967
3 N 1.806 -0.041 0.130  O4 1.161, O5 1.358, O6 1.223
4 O 2.907 0.295 0.280  N3 1.161
5 O 0.911 0.901 -0.266  N3 1.358, H8 1.092
6 O 1.303 -1.130 0.368  N3 1.223
7 H -2.374 1.351 -0.517  C1 1.125
8 H -0.082 0.523 -0.013  O5 1.092
9 H -1.056 -1.550 0.213  C2 0.967

Run b
Computed, not measured: a single C2H3NO3 molecule, with the ωB97M-V functional and the def2-TZVPD basis.

Calculated values
HOMO energy	-10.00	eV
E_LUMO	0.582	eV
structure (SMILES)	NC(=O)OC=O
net charge	0
frontier orbital gap	10.58	eV
molar mass	89.05	u

Last columns: bonded neighbours and bond lengths (Å).
Element x y z (Å)
1 C -0.149 -0.523 -0.098  N2 1.349, O4 1.401, O5 1.228
2 N -1.308 -0.669 -0.773  C1 1.349, H7 1.005, H8 1.005
3 C 1.067 1.016 0.805  O4 1.368, O6 1.209, H9 1.101
4 O 0.336 0.771 -0.325  C1 1.401, C3 1.368
5 O 0.521 -1.479 0.284  C1 1.228
6 O 1.876 0.276 1.316  C3 1.209
7 H -1.723 -1.582 -0.845  N2 1.005
8 H -1.680 0.083 -1.326  N2 1.005
9 H 1.061 2.106 0.963  C3 1.101

The least stable of them is run a.

Run a
Computed, not measured: a single C5H7N3 molecule, with the ωB97M-V functional and the def2-TZVPD basis.

Calculated values
HOMO energy	-7.06	eV
E_LUMO	0.955	eV
structure (SMILES)	C1=C2CNN=C2CN1
net charge	0
frontier orbital gap	8.02	eV
molar mass	109.13	u

Last columns: bonded neighbours and bond lengths (Å).
Element x y z (Å)
1 C -1.516 -1.178 0.073  C5 1.428, H6 1.149, H7 1.122, N13 1.556
2 C -0.971 1.210 -0.157  C3 1.393, H9 1.057, N13 1.392
3 C 0.260 0.565 -0.067  C2 1.393, C4 1.546, C5 1.546
4 C 1.768 0.857 0.108  C3 1.546, H10 1.084, H11 1.148, N14 1.397
5 C -0.110 -0.929 0.078  C1 1.428, C3 1.546, N15 1.313
6 H -2.112 -1.911 -0.581  C1 1.149
7 H -1.707 -1.807 0.983  C1 1.122
8 H -2.772 0.293 -0.583  N13 1.030
9 H -1.238 2.217 0.025  C2 1.057
10 H 1.791 1.482 0.994  C4 1.084
11 H 2.302 1.565 -0.620  C4 1.148
12 H 3.092 -0.735 -0.202  N14 1.015
13 N -1.995 0.302 0.094  C1 1.556, C2 1.392, H8 1.030
14 N 2.137 -0.489 0.037  C4 1.397, H12 1.015, N15 1.448
15 N 1.070 -1.443 -0.183  C5 1.313, N14 1.448

Run b
Computed, not measured: a single C5H7N3 molecule, with the ωB97M-V functional and the def2-TZVPD basis.

Calculated values
HOMO energy	-8.50	eV
E_LUMO	0.097	eV
structure (SMILES)	C/N=N\c1ccc[nH]1
net charge	0
frontier orbital gap	8.59	eV
molar mass	109.13	u

Last columns: bonded neighbours and bond lengths (Å).
Element x y z (Å)
1 C -2.399 0.550 0.091  H6 1.150, H7 1.059, H8 1.057, N13 1.479
2 C 0.041 -0.669 -0.008  C3 1.441, N14 1.367, N15 1.387
3 C 0.506 0.690 -0.129  C2 1.441, C4 1.415, H9 1.166
4 C 1.905 0.763 0.064  C3 1.415, C5 1.333, H10 1.190
5 C 2.341 -0.496 0.096  C4 1.333, H11 1.130, N15 1.420
6 H -2.126 1.022 1.104  C1 1.150
7 H -3.408 0.695 -0.195  C1 1.059
8 H -1.884 1.048 -0.685  C1 1.057
9 H -0.267 1.492 -0.474  C3 1.166
10 H 2.402 1.844 0.025  C4 1.190
11 H 3.387 -0.871 0.298  C5 1.130
12 H 1.606 -2.326 -0.169  N15 1.029
13 N -2.253 -0.920 0.032  C1 1.479, N14 1.283
14 N -1.083 -1.447 -0.002  C2 1.367, N13 1.283
15 N 1.234 -1.375 -0.050  C2 1.387, C5 1.420, H12 1.029

The least stable of them is run a.